[1]
Molecular formula: C4HS6
Method: DFT, ωB97M-V/def2-TZVPD

Cartesian coordinates (Å):
C (1.683, 0.404, 0.108)
C (-0.583, -0.177, -0.350)
S (-2.327, 1.624, 0.221)
S (-3.082, -1.217, -0.428)
C (-1.864, -0.182, -0.194)
H (1.885, -1.544, 1.284)
S (2.006, -0.147, -1.422)
S (-0.699, 2.515, 0.536)
S (-0.005, -1.633, -1.219)
S (2.641, -0.306, 1.347)
C (0.344, 0.662, 0.118)

Values from the calculation:
Energy (Ha): -2542.08434
Frontier orbital gap (eV): 6.2
Lowest unoccupied orbital energy (eV): 2.32
Total charge: -1
2S+1: 1
HOMO level (eV): -3.9
Maximum force (eV/A): 7.20

=====

[2]
Molecular formula: C12H32Li2N2O2
Method: DFT, ωB97M-V/def2-TZVPD

Cartesian coordinates (Å):
H (0.128, 0.499, 2.207)
H (-1.977, 4.621, -0.764)
C (1.673, -2.628, 1.182)
C (-2.517, 2.841, 1.464)
H (-2.811, 1.889, 1.909)
H (0.229, 3.416, 2.979)
C (-1.013, 4.103, -0.784)
H (3.401, -1.724, -3.341)
N (0.926, -2.865, -1.200)
H (1.651, -3.139, 2.144)
C (1.001, -3.514, 0.111)
C (0.625, 1.410, 2.542)
H (1.491, 1.576, 1.890)
N (-1.056, 2.833, 1.361)
H (3.006, -2.811, -1.079)
H (0.801, -5.207, -2.817)
H (-2.967, 4.971, 1.767)
H (1.785, -2.129, -3.783)
H (1.830, 1.174, -1.495)
H (-0.030, -3.654, 0.442)
H (1.119, 1.354, 3.520)
H (-2.968, 2.886, 0.472)
C (-3.105, 4.001, 2.255)
H (0.625, 3.699, 0.609)
O (-1.280, -0.591, 0.012)
H (-2.733, 4.186, 3.265)
H (-1.218, 3.151, -1.280)
H (-0.120, -2.826, -2.955)
H (-0.948, -5.092, -3.042)
H (-2.062, -0.737, 0.524)
H (-1.074, 2.270, 3.416)
H (-0.392, 4.714, -1.436)
C (2.395, -1.821, -2.928)
H (-0.657, 4.865, 1.173)
H (-1.117, -3.166, -1.560)
H (1.535, -4.472, 0.126)
H (2.088, -0.819, -2.633)
H (-0.260, -5.533, -1.463)
C (-0.157, -3.401, -2.026)
H (-4.185, 3.833, 2.313)
H (2.715, -2.389, 0.965)
O (1.031, 0.843, -1.114)
H (2.375, -3.880, -2.337)
C (-0.132, -4.906, -2.344)
Li (-0.533, 1.222, -0.035)
H (1.122, -1.687, 1.236)
C (2.260, -2.905, -1.863)
Li (0.330, -0.986, -0.848)
C (-0.438, 3.942, 0.614)
C (-0.390, 2.580, 2.629)

Values from the calculation:
Energy (Ha): -751.57565
Frontier orbital gap (eV): 9.0
Lowest unoccupied orbital energy (eV): 0.60
Total charge: 0
2S+1: 1
HOMO level (eV): -8.4
Maximum force (eV/A): 1.90

=====

[3]
Molecular formula: C5H8IN2
Method: DFT, ωB97M-V/def2-TZVPD

Cartesian coordinates (Å):
H (1.688, -2.248, 1.432)
H (-0.954, 2.988, 1.182)
C (-0.789, 0.448, -0.300)
N (-0.266, 1.531, 0.126)
H (-1.903, 2.718, -0.412)
I (3.875, 0.271, 0.016)
C (-0.175, -0.786, -0.102)
H (-1.732, 0.397, -0.700)
C (1.965, -0.189, -0.737)
H (-0.741, -1.610, -0.183)
H (2.432, -2.589, -0.314)
N (1.146, -1.034, -0.163)
H (-0.260, 3.502, -0.362)
C (1.618, -2.326, 0.354)
C (-0.980, 2.734, 0.071)
H (0.900, -3.096, 0.250)

Values from the calculation:
Energy (Ha): -602.06940
Frontier orbital gap (spin up / spin down) (eV): 7.3 / 6.4
Lowest unoccupied orbital energy (spin up / spin down) (eV): -6.23 / -6.40
Total charge: +1
2S+1: 1
HOMO level (spin up / spin down) (eV): -13.5 / -12.8
Maximum force (eV/A): 4.02

=====

[4]
Molecular formula: C23H36BeCl2F6ILiN5NaO13PS2
Method: DFT, ωB97M-V/def2-TZVPD

Cartesian coordinates (Å):
C (0.759, 0.546, 5.183)
H (1.399, 1.212, -4.186)
H (-1.376, 2.175, 7.837)
H (-0.659, 1.016, 2.099)
C (-1.814, 2.922, -0.400)
C (-2.175, -2.074, 1.211)
F (-1.996, 2.894, -6.205)
H (-3.330, 2.487, -2.167)
H (3.011, -1.583, 0.179)
H (1.292, 2.919, 5.854)
H (9.083, -6.667, -1.341)
O (0.734, 3.371, -5.086)
H (6.578, -3.967, 1.623)
H (-5.938, 2.776, -0.663)
H (-9.203, 1.259, -0.463)
O (2.263, -0.918, 0.342)
O (8.813, -3.790, -0.802)
S (1.229, -2.508, 3.330)
C (9.316, -6.061, -0.461)
C (-1.396, 1.633, -4.001)
O (6.482, -2.687, 0.357)
C (5.401, -3.212, 0.719)
Cl (-6.869, 2.861, -1.932)
C (10.127, -4.021, -1.309)
C (-2.429, 1.973, -1.633)
C (-3.390, 2.875, 1.321)
H (10.068, -4.127, -2.397)
C (-0.136, -1.448, 3.479)
H (10.769, -3.168, -1.070)
H (11.019, -5.046, 0.347)
O (-1.100, 0.147, 7.634)
H (-2.883, 1.024, -1.069)
H (-3.434, -0.174, -3.097)
H (-2.127, -0.919, 0.927)
N (-1.300, 1.513, -2.509)
H (-1.460, 2.158, 0.424)
H (-3.278, -2.435, 1.041)
H (-6.691, 2.612, 0.655)
H (-3.693, 1.778, 0.964)
H (-10.515, 2.333, -0.351)
O (4.220, -3.012, 0.357)
O (5.614, -4.133, 1.648)
N (0.254, 2.588, 3.712)
C (0.848, 2.181, 5.050)
C (8.299, -4.966, -0.338)
C (-1.396, -0.008, -2.261)
C (-2.302, 2.774, -4.730)
H (-0.264, -2.882, -1.939)
H (-2.111, -2.543, -1.775)
C (0.281, -0.170, -0.399)
H (9.341, -6.678, 0.439)
O (7.161, -5.102, 0.080)
H (-1.448, -4.036, 0.184)
F (-3.512, 4.679, -3.486)
O (-3.469, 3.242, 2.604)
C (-1.067, -2.286, -1.299)
N (-0.736, -0.788, -1.333)
N (-2.442, -0.418, -3.305)
H (-9.986, 1.491, 1.026)
C (-1.816, 0.119, -4.572)
H (1.096, -0.179, 6.038)
O (-2.867, 3.760, 0.231)
Be (7.089, -2.954, -1.458)
C (-0.140, 1.252, 3.122)
Li (-3.025, 2.290, 7.632)
F (-1.167, 4.489, -3.077)
C (-9.583, 2.072, 0.179)
H (-0.462, 1.378, 9.144)
O (-6.201, 2.108, -0.012)
S (-1.804, -2.183, 3.045)
O (1.652, -0.635, -0.796)
F (-2.527, 0.023, -5.865)
C (10.596, -5.284, -0.636)
H (0.167, -0.464, 0.728)
C (-1.307, 1.279, 8.458)
H (-0.859, 3.525, -0.725)
H (-0.012, -2.916, 0.671)
C (-2.197, 4.284, -4.117)
N (0.142, -0.025, 3.909)
Cl (-3.714, 6.906, -3.036)
P (0.305, 1.858, -4.925)
F (-2.005, 5.269, -5.239)
I (-0.157, -1.348, -4.845)
H (-2.227, 1.149, 9.033)
H (-1.864, 0.085, 7.036)
C (-1.125, -2.891, 0.251)
H (11.358, -5.820, -1.210)
O (-8.749, 3.061, 0.464)
Na (-3.745, 5.429, -6.599)
H (0.292, 1.009, -0.462)
H (0.189, 1.332, -6.293)
F (-3.768, 2.408, -4.686)

Values from the calculation:
Energy (Ha): -5288.06152
Frontier orbital gap (eV): 1.0
Lowest unoccupied orbital energy (eV): -5.20
Total charge: +1
2S+1: 1
HOMO level (eV): -6.2
Maximum force (eV/A): 9.00

=====

[5]
Molecular formula: C6H12ClCrO6
Method: DFT, ωB97M-V/def2-TZVPD

Cartesian coordinates (Å):
O (-2.244, 3.901, -2.718)
Cl (2.881, 1.256, 0.343)
C (-0.662, 1.668, -0.552)
Cr (4.766, 1.976, -0.651)
H (1.643, -1.791, 1.955)
C (0.665, -1.615, 1.506)
H (0.736, -0.635, 1.032)
O (-1.464, 4.098, -0.606)
H (-0.194, 0.740, -0.879)
O (-1.360, 2.177, -1.671)
O (1.193, -4.154, 1.984)
C (-1.717, 5.502, -0.634)
H (0.319, -6.615, -0.696)
H (-1.313, 5.993, 0.245)
C (0.646, -6.042, 0.166)
H (0.077, -6.401, 1.026)
H (-2.794, 5.686, -0.618)
O (0.377, -2.623, 0.558)
H (-1.350, 1.445, 0.262)
C (0.710, -3.854, 0.934)
H (0.131, 2.346, -0.235)
H (1.697, -6.264, 0.357)
H (-1.303, 5.943, -1.538)
H (-0.131, -1.525, 2.246)
C (-1.736, 3.449, -1.742)
O (0.429, -4.662, -0.075)

Values from the calculation:
Energy (Ha): -2191.57666
Frontier orbital gap (spin up / spin down) (eV): 4.2 / 5.3
Lowest unoccupied orbital energy (spin up / spin down) (eV): -8.64 / -7.54
Total charge: +1
2S+1: 5
HOMO level (spin up / spin down) (eV): -12.9 / -12.9
Maximum force (eV/A): 1.88

=====

[6]
Molecular formula: C37H33ClEuN2O4P2S
Method: DFT, ωB97M-V/def2-TZVPD

Cartesian coordinates (Å):
H (-1.181, 1.218, -6.067)
C (0.638, 0.899, -2.654)
H (3.851, -1.180, 0.059)
C (1.276, -0.773, -0.343)
C (0.053, 4.997, 2.259)
P (-1.041, 0.642, 1.204)
H (5.693, -0.072, -3.409)
H (3.234, -3.237, 4.498)
C (3.209, 1.035, -1.374)
C (-3.835, -2.445, -1.243)
C (3.991, 1.733, -0.458)
H (-0.737, -3.189, -1.995)
P (1.422, 0.945, -1.019)
H (-2.413, 3.184, 0.831)
S (-4.145, 1.363, -2.649)
H (-3.617, 1.191, 5.431)
H (0.292, -1.203, -0.587)
H (-0.304, -1.382, 2.132)
O (-3.016, 2.344, -2.544)
H (5.965, 2.312, 0.138)
C (0.377, -0.239, -3.435)
H (0.698, -1.216, -3.089)
C (5.989, 1.116, -1.645)
H (-5.183, -0.656, 4.916)
H (7.066, 1.150, -1.744)
C (-2.511, 0.968, 3.613)
C (3.376, -2.797, 3.518)
H (-3.174, -1.317, 1.211)
C (2.467, -1.500, 1.684)
C (-1.470, 3.377, 1.331)
C (-0.658, 1.135, -5.125)
C (4.576, -2.960, 2.851)
H (-0.471, -1.009, -5.234)
N (1.438, -0.740, 1.107)
C (-0.414, 2.261, -4.364)
C (5.375, 1.770, -0.589)
C (-4.259, -1.106, 3.032)
H (0.306, 6.024, 2.487)
C (5.216, 0.429, -2.577)
C (-3.516, 0.634, 4.508)
Eu (-2.034, 0.391, -1.688)
H (5.389, -3.518, 3.295)
C (0.933, 3.972, 2.585)
N (-2.542, -2.282, -1.533)
C (0.215, 2.141, -3.127)
H (-0.753, 3.233, -4.694)
Cl (-1.254, -5.987, -1.995)
C (4.719, -2.384, 1.594)
C (-4.415, -3.701, -1.152)
H (5.654, -2.483, 1.056)
C (-2.366, 0.272, 2.414)
C (-2.299, -4.630, -1.686)
H (-5.467, -3.795, -0.921)
C (3.693, -1.662, 1.016)
C (3.839, 0.389, -2.437)
H (1.316, 1.876, 2.527)
H (3.249, -0.147, -3.174)
C (-1.782, -3.350, -1.757)
H (-1.835, 5.484, 1.359)
C (2.329, -2.082, 2.950)
H (-4.412, -1.534, -1.111)
H (3.519, 2.250, 0.370)
H (-4.940, -1.910, 2.785)
H (2.020, -1.441, -0.773)
C (0.606, 2.658, 2.286)
H (-4.038, -5.823, -1.322)
C (-3.253, -0.764, 2.140)
O (-5.348, 1.921, -3.206)
H (0.367, 3.018, -2.509)
O (-4.319, 0.830, -1.251)
C (-0.268, -0.117, -4.655)
O (-3.596, 0.209, -3.434)
C (-3.632, -4.821, -1.377)
C (-4.393, -0.403, 4.220)
C (-1.146, 4.694, 1.630)
C (-0.603, 2.344, 1.668)
H (0.590, -0.077, 2.896)
C (0.263, -0.460, 1.929)
H (1.877, 4.191, 3.068)
H (-1.846, 1.789, 3.854)
H (1.400, -1.999, 3.494)

Values from the calculation:
Energy (Ha): -4091.70440
Frontier orbital gap (spin up / spin down) (eV): 7.1 / 8.3
Lowest unoccupied orbital energy (spin up / spin down) (eV): 0.07 / 0.07
Total charge: 0
2S+1: 8
HOMO level (spin up / spin down) (eV): -7.0 / -8.2
Maximum force (eV/A): 3.48

=====

Which formula does entry 4 have?
C23H36BeCl2F6ILiN5NaO13PS2

=====

Number 1 is which compound?
C4HS6